Computed, not measured: C3H2N4O in the gas phase, with ωB97M-V/def2-TZVPD.

Geometry as XYZ:
```
10
Properties=species:S:1:pos:R:3:forces:R:3:mulliken_charge:R:1
O 1.51098 -1.53132 -1.15111 2.56 -2.11 0.43 -0.41
C 0.65160 -0.79791 -1.44608 -1.02 1.86 0.95 -0.18
C 0.08277 0.10591 -0.45082 -2.15 1.37 0.94 0.53
C 0.57062 0.21294 0.80548 2.12 -1.55 1.80 -0.07
N -0.15105 0.42951 1.86706 -2.19 1.41 1.51 -0.20
N -1.44953 0.82671 1.70972 3.55 -1.52 -1.11 -0.18
N -1.75965 0.98343 0.46681 -4.47 2.48 0.94 -0.21
N -1.13799 0.67496 -0.59058 2.39 -1.87 -1.86 -0.15
H 0.13309 -0.77320 -2.33097 -1.16 -0.21 -2.93 0.47
H 1.54915 -0.13102 1.12050 0.37 0.14 -0.66 0.40
```
Positions in Å, forces in eV/Å.

Calculated values
ΔE to the lowest compared entry with this formula, charge and spin: 60.25 kcal/mol
E_LUMO: -1.81 eV
Kohn-Sham gap: 7.951 eV
Energy: -11146.659 eV
SMILES: O=Cc1cnnnn1
E_HOMO: -9.762 eV
Net charge: 0